C53H49InN7O13PS | ωB97M-V with the def2-TZVPD basis set

```
125
Properties=species:S:1:pos:R:3:mulliken_charge:R:1
In -0.69 0.33 -0.51 3.556
C 1.94 0.74 -5.06 -0.326
O 3.31 0.58 -4.63 -0.607
C 3.53 0.21 -3.34 0.712
C 4.44 -0.81 -3.15 -0.339
C 4.78 -1.24 -1.87 -1.091
C 4.13 -0.67 -0.80 -0.937
C 3.18 0.35 -0.96 1.116
C 2.54 0.77 0.30 -1.547
N 1.30 1.00 0.45 0.335
N 0.91 1.45 1.71 -0.323
C -0.08 2.35 1.61 -0.025
O -0.66 2.71 0.57 -0.820
C -0.52 2.71 3.00 0.055
C -1.70 3.67 3.20 -0.487
C -2.28 3.68 5.35 0.149
C -1.60 2.88 6.43 -1.225
C -0.57 2.05 6.25 -0.784
C 0.10 1.76 4.94 0.172
C 2.93 0.88 -2.24 0.742
O 2.30 2.00 -2.61 -0.595
H 1.99 0.79 -6.15 0.367
H 1.49 1.65 -4.67 0.071
H 1.34 -0.12 -4.76 0.025
H 4.88 -1.26 -4.04 0.418
H 5.51 -2.02 -1.72 0.297
H 4.33 -1.02 0.21 0.344
H 3.19 0.85 1.17 0.870
H -2.02 4.16 2.28 0.693
H -3.08 4.28 5.78 0.553
H -2.00 2.99 7.44 0.364
H -0.19 1.52 7.12 0.446
H 0.91 1.04 5.08 0.404
C -3.71 0.59 -3.47 -0.877
N -4.13 -0.66 -2.83 0.414
C -4.66 -1.65 -3.74 -0.536
C -5.34 -2.77 -2.98 -0.808
C -4.36 -3.27 -1.94 -0.200
N -3.98 -2.19 -1.07 0.415
C -3.35 -2.60 0.19 -0.475
C -3.65 -0.96 -1.59 -0.024
O -3.05 -0.12 -0.90 -0.879
H -4.59 1.17 -3.76 0.318
H -3.11 0.37 -4.36 0.301
H -3.09 1.17 -2.81 -0.054
H -3.86 -2.06 -4.36 0.231
H -5.37 -1.15 -4.40 0.455
H -5.64 -3.57 -3.66 0.374
H -6.24 -2.39 -2.48 0.315
H -3.48 -3.69 -2.44 -0.053
H -4.81 -4.05 -1.33 0.448
H -4.11 -3.02 0.85 0.492
H -2.87 -1.75 0.66 -0.298
H -2.57 -3.35 0.00 0.221
N -1.23 -0.41 1.33 -0.609
P -0.46 -0.16 2.68 0.381
C 1.17 -1.00 2.95 1.156
C 2.35 -0.45 3.45 -0.107
C 3.49 -1.24 3.61 -0.728
C 3.47 -2.57 3.24 -0.747
C 2.32 -3.12 2.68 -0.698
C 1.18 -2.34 2.54 -0.435
C -0.88 1.37 3.74 1.437
C -2.33 1.46 4.08 -1.266
C -2.74 2.88 4.04 -0.515
C -1.31 4.55 4.42 -0.121
C 0.13 4.34 4.67 -1.354
C 0.54 3.05 4.08 -0.195
C -1.36 -1.32 3.89 0.369
C -2.69 -1.68 3.64 -0.424
C -3.43 -2.41 4.56 -0.796
C -2.86 -2.78 5.78 -0.615
C -1.55 -2.42 6.05 -0.804
C -0.81 -1.70 5.11 -0.589
H 2.39 0.61 3.69 0.148
H 4.40 -0.79 4.00 0.383
H 4.36 -3.18 3.36 0.331
H 2.30 -4.15 2.36 0.434
H 0.28 -2.74 2.08 0.283
H -2.81 0.76 4.75 0.356
H -3.80 3.06 3.82 0.555
H -1.63 5.60 4.41 0.454
H 0.63 4.77 5.54 0.270
H 1.58 2.98 3.76 0.391
H -3.12 -1.37 2.70 0.556
H -4.46 -2.68 4.34 0.436
H -3.44 -3.33 6.51 0.354
H -1.09 -2.71 7.00 0.417
H 0.22 -1.45 5.34 0.288
O -1.61 2.83 -3.72 -0.805
C -0.76 2.53 -2.89 -0.587
O -0.78 1.38 -2.26 -0.257
C 0.40 3.47 -2.64 -0.928
C 1.59 3.05 -1.81 2.743
C 2.52 4.20 -1.59 -1.234
C 2.45 5.38 -2.29 -0.209
C 1.40 5.63 -3.15 -1.239
C 0.36 4.65 -3.28 0.085
N 1.33 6.87 -3.83 1.007
O 2.23 7.70 -3.68 -0.726
O 0.36 7.10 -4.56 -0.712
N 3.56 4.06 -0.64 0.915
O 4.39 4.96 -0.48 -0.833
O 3.61 3.02 0.01 -0.602
H 1.26 2.62 -0.87 -0.066
H 3.20 6.13 -2.13 0.628
H -0.49 4.88 -3.90 0.678
C 3.33 -5.86 -5.36 -1.438
C 2.43 -4.97 -4.52 1.053
C 1.04 -5.03 -4.64 -0.906
C 0.22 -4.21 -3.87 -0.711
C 0.80 -3.33 -2.97 -0.161
C 2.18 -3.26 -2.83 -0.400
C 2.98 -4.07 -3.61 -0.829
S -0.24 -2.35 -1.92 1.991
O 0.53 -1.09 -1.71 -0.686
O -1.48 -2.14 -2.65 -0.674
O -0.37 -3.11 -0.69 -0.843
H 2.74 -6.46 -6.06 0.338
H 3.90 -6.54 -4.73 0.319
H 4.04 -5.26 -5.94 0.324
H 0.60 -5.73 -5.34 0.272
H -0.86 -4.24 -3.97 0.336
H 2.61 -2.55 -2.13 0.364
H 4.06 -4.00 -3.52 0.435
```

Output
**Spin multiplicity**: 1
**Energy relative to the best compared isomer or geometry (same formula, charge and spin)**: 605.4 kJ/mol
**Gap between HOMO and LUMO**: 6.20 eV
**Total charge**: -2
**LUMO**: 3.70 eV